Below is a single C15H21FN2O2S molecule, with properties calculated with ωB97M-V/def2-TZVPD.

Geometry as XYZ:
```
42
Properties=species:S:1:pos:R:3:forces:R:3:nbo_charge:R:1
N 4.9826 1.7494 1.4830 0.24 0.18 0.40 -0.83
C 4.0939 1.5344 0.4813 0.46 -0.36 -0.04 0.68
O 3.2110 2.3241 0.2391 -0.38 0.28 -0.18 -0.62
C 4.3314 0.2249 -0.2670 -0.11 -0.06 -0.23 -0.32
C 3.9613 -0.9755 0.6133 -0.10 0.07 0.16 -0.39
C 2.4494 -1.0388 0.8159 0.20 -0.17 0.01 -0.23
N 1.8071 -1.1892 -0.4742 0.10 0.00 -0.05 -0.45
C 0.4379 -1.6374 -0.4223 -0.24 0.05 0.18 -0.23
C -0.6006 -0.6792 0.2318 0.45 0.03 -0.30 0.05
O -1.4965 -1.4024 1.0551 -0.23 -0.12 0.14 -0.73
C -1.4227 0.0467 -0.8265 -0.17 0.38 0.55 -0.54
S -2.3426 1.4895 -0.1777 0.19 -0.06 -0.05 0.24
C -4.0135 0.9275 -0.0239 0.26 -0.01 -0.05 -0.18
C -4.3472 -0.3925 0.2478 -0.07 0.08 -0.02 -0.23
C -5.6771 -0.7572 0.3556 -0.31 0.08 -0.03 -0.27
C -6.6551 0.2083 0.2079 0.12 0.03 0.00 0.39
F -7.9549 -0.1501 0.3141 0.09 0.04 -0.01 -0.33
C -6.3407 1.5332 -0.0398 -0.23 -0.20 0.09 -0.28
C -5.0120 1.8885 -0.1594 0.17 -0.18 0.03 -0.21
C 2.0334 -0.0162 -1.3005 0.10 -0.01 -0.20 -0.23
C 3.5283 0.1514 -1.5672 -0.12 0.27 0.14 -0.40
H 5.7575 1.1364 1.6589 -0.04 -0.01 -0.05 0.39
H 4.9089 2.5981 2.0191 -0.03 -0.04 -0.04 0.40
H 5.4009 0.1783 -0.5045 -0.06 0.02 0.04 0.22
H 4.4583 -0.9179 1.5837 0.04 -0.04 0.00 0.20
H 4.2825 -1.8900 0.1117 0.02 -0.02 0.04 0.22
H 2.2014 -1.9077 1.4322 -0.02 0.06 0.02 0.20
H 2.1222 -0.1288 1.3484 -0.06 -0.06 0.05 0.17
H 0.4233 -2.5773 0.1405 -0.08 0.05 -0.05 0.20
H 0.1231 -1.8674 -1.4443 -0.04 -0.07 0.00 0.20
H -0.0700 0.0724 0.8336 -0.04 -0.06 -0.09 0.17
H -1.0252 -1.7313 1.8267 0.00 0.04 -0.03 0.48
H -2.1364 -0.6305 -1.2907 0.06 -0.09 -0.15 0.23
H -0.7601 0.4637 -1.5827 0.01 -0.11 -0.06 0.24
H -3.5765 -1.1305 0.3990 0.03 -0.03 0.01 0.25
H -5.9566 -1.7783 0.5626 -0.07 -0.10 0.02 0.23
H -7.1275 2.2634 -0.1429 -0.10 0.05 -0.01 0.23
H -4.7355 2.9120 -0.3584 -0.02 0.13 -0.08 0.22
H 1.5180 -0.1652 -2.2526 -0.02 0.03 0.00 0.20
H 1.6519 0.9017 -0.8312 -0.04 -0.04 -0.08 0.20
H 3.6827 1.0614 -2.1481 0.04 -0.01 -0.05 0.22
H 3.8834 -0.7020 -2.1476 0.00 0.00 -0.02 0.21
```
Forces are in eV/Å.

Properties
SMILES: NC(=O)C1CCN(C[C@H](O)CSc2ccc(F)cc2)CC1
HOMO energy (eV): -7.9
Charge: 0
Lowest unoccupied orbital energy (eV): 0.615
DFT total energy (eV): -36524.23202
Largest force on an atom (eV/Å): 0.689
ΔE to the lowest compared entry with this formula, charge and spin (kJ/mol): 0.0

***

Below is a single C5H7NO molecule, with properties calculated with ωB97M-V/def2-TZVPD.

Geometry as XYZ:
```
14
Properties=species:S:1:pos:R:3:forces:R:3:nbo_charge:R:1
C -1.6482 0.1466 0.7440 -0.16 0.02 0.15 -0.62
C -0.3311 -0.1854 0.0747 0.05 -0.14 -0.23 -0.17
C -0.0407 -1.4622 -0.2241 -0.18 0.15 0.17 0.05
O 0.9758 -1.7970 -1.1058 0.20 0.32 0.01 -0.45
C 1.8837 -0.9024 -1.3858 -0.13 -0.19 0.02 0.09
C 0.3309 0.9736 -0.4724 0.24 0.08 0.24 0.16
N 0.8243 1.8448 0.3953 -0.02 -0.45 -0.38 -0.75
H -1.9572 -0.6329 1.4405 0.02 -0.02 -0.05 0.22
H -2.4194 0.2470 -0.0274 0.08 -0.03 0.14 0.23
H -1.6140 1.1005 1.2763 0.10 -0.16 -0.01 0.22
H -0.5931 -2.3366 0.0956 0.00 0.19 -0.09 0.19
H 2.4130 -1.3821 -2.2538 -0.13 0.37 0.28 0.09
H 1.0871 2.7682 0.0909 0.18 -0.13 -0.15 0.39
H 1.0889 1.6180 1.3520 -0.25 0.00 -0.10 0.36
```
Forces are in eV/Å.

Properties
HOMO energy (eV): -7.6
Charge: 0
Lowest unoccupied orbital energy (eV): 0.663
DFT total energy (eV): -8830.47743
Largest force on an atom (eV/Å): 0.588
ΔE to the lowest compared entry with this formula, charge and spin (kJ/mol): 552.4

***

Below is a single C5H4F3NO2 molecule, with properties calculated with ωB97M-V/def2-TZVPD.

Geometry as XYZ:
```
15
Properties=species:S:1:pos:R:3:forces:R:3:nbo_charge:R:1
C -1.8235 -0.7733 -0.1733 -1.82 -2.89 2.48 -0.75
C -0.7566 0.1354 -0.1810 7.41 0.71 -1.24 0.38
N -0.6971 1.4041 0.0484 -0.01 1.13 1.11 -0.59
C 0.6246 2.0733 0.0056 -0.94 -0.72 -0.50 0.88
O 0.7573 3.2469 0.1555 0.04 -0.19 0.21 -0.56
O 1.4980 1.1562 -0.3178 0.88 0.31 0.16 -0.46
C 1.0445 -0.0902 -0.7378 -5.64 0.48 1.20 -0.02
C 1.5778 -1.2178 0.0704 2.40 1.16 -0.40 0.88
F 2.7708 -1.5488 -0.5120 0.43 0.12 0.59 -0.34
F 1.8397 -1.0440 1.4034 -0.13 0.32 -0.40 -0.35
F 0.8565 -2.2766 -0.0347 -1.92 -1.97 -0.06 -0.31
H -2.4442 -0.5136 -1.0457 -0.02 -0.88 0.18 0.28
H -2.4612 -0.6384 0.7912 0.80 0.13 -1.63 0.25
H -1.4078 -1.8812 -0.0232 -1.14 2.40 -1.16 0.29
H -1.3787 1.9679 0.5510 -0.34 -0.10 -0.54 0.42
```
Forces are in eV/Å.

Properties
SMILES: Cc1[nH]c(=O)oc1C(F)(F)F
HOMO energy (spin up / spin down) (eV): -8.4 / -8.4
Charge: 0
Lowest unoccupied orbital energy (spin up / spin down) (eV): -0.358 / -0.358
DFT total energy (eV): -18984.17257
Largest force on an atom (eV/Å): 7.544
ΔE to the lowest compared entry with this formula, charge and spin (kJ/mol): 239.5

***

Below is 2 unconnected molecules or ions with the total composition C2H9NO2Si, with properties calculated with ωB97M-V/def2-TZVPD.

Geometry as XYZ:
```
15
Properties=species:S:1:pos:R:3:forces:R:3:nbo_charge:R:1
C 1.4283 0.1799 -0.0608 -2.25 -2.08 -0.23 -1.21
Si -0.3186 0.8897 -0.2316 2.87 1.34 -0.52 2.03
C 0.0378 2.7894 -0.2334 0.61 -0.67 -0.74 -1.16
O -1.5142 -0.0558 -0.3378 -0.25 0.80 0.18 -1.21
H 1.9505 0.6221 0.7573 0.19 0.16 0.92 0.25
H 1.0873 -0.9107 0.1406 1.49 1.22 -0.12 0.29
H 2.1164 0.2516 -0.9043 -0.44 -0.11 -0.27 0.26
H 0.1328 3.1166 0.7958 0.45 -0.07 0.31 0.26
H 0.9377 3.1167 -0.8613 -0.82 -1.10 1.15 0.26
H -0.7058 3.4130 -0.6194 -1.68 0.80 -0.61 0.24
N -1.1072 -2.6715 0.2464 2.01 0.96 3.76 -0.46
O 0.2130 -3.1989 0.6805 -1.76 0.76 -1.06 -0.74
H -1.0921 -1.6104 0.4081 -0.46 -1.70 -0.90 0.43
H -1.7976 -3.0571 0.9033 0.15 0.03 -0.51 0.38
H -1.3683 -2.8747 -0.6832 -0.10 -0.32 -1.37 0.37
```
Forces are in eV/Å.

Properties
SMILES: C[Si](C)=O.[NH3+][O-]
HOMO energy (eV): -8.1
Charge: 0
Lowest unoccupied orbital energy (eV): 0.005
DFT total energy (eV): -15680.01965
Largest force on an atom (eV/Å): 4.369
ΔE to the lowest compared entry with this formula, charge and spin (kJ/mol): 548.3